No. 1
27
Properties=species:S:1:pos:R:3:forces:R:3 method="wB97M-V/def2-TZVPD" total_energy_ha=-1380.43978 charge=-1 homo_lumo_gap_ev="5.232 / 5.251" e_above_lowest_ev=0.000 lumo_ev="1.61 / 1.62"
C 0.938 -1.329 -2.037 -1.1 -0.7 0.5
C -0.460 -1.245 -2.289 0.8 -0.6 0.6
C -1.144 -1.919 -1.237 1.0 0.8 0.0
C -0.161 -2.407 -0.318 0.8 0.4 -0.8
C 1.130 -2.044 -0.822 -1.1 -0.2 -0.6
Tl -0.107 0.252 0.356 0.8 -0.4 -1.5
C -1.584 1.697 -1.088 -0.4 0.0 0.1
C -0.436 2.033 -1.675 0.9 2.2 -1.6
C 0.505 2.602 -2.423 -0.2 -0.9 0.6
N 1.569 1.436 0.016 0.5 1.9 -1.3
H -2.198 -2.058 -1.154 -0.6 -0.1 0.0
H -0.906 -0.755 -3.130 -0.2 0.2 -0.3
H -0.349 -3.001 0.554 -0.1 0.0 0.2
H 2.076 -2.312 -0.392 0.1 0.1 0.2
H 1.711 -0.939 -2.670 0.2 0.2 -0.1
H -2.292 1.031 -1.600 0.6 0.0 0.3
H 2.571 1.661 0.307 -1.8 -1.3 0.6
H -1.956 2.173 -0.163 0.3 0.0 -0.7
H 0.316 3.394 -3.152 -0.5 -0.2 0.3
H 1.549 2.289 -2.346 -0.6 0.0 0.0
F 0.480 1.671 3.154 -0.2 -1.0 0.8
Te -0.073 -0.106 3.603 0.9 -0.6 -2.4
F -0.816 0.660 5.181 0.6 -0.7 -1.0
F -1.710 0.386 2.715 0.2 -0.2 0.8
F 1.543 -0.503 4.478 -0.6 0.5 0.4
F -0.752 -1.784 4.137 -0.2 0.7 0.4
O 0.558 -0.883 1.997 -0.3 0.0 4.3

No. 2
8
Properties=species:S:1:pos:R:3:forces:R:3 method="wB97M-V/def2-TZVPD" total_energy_ha=-5478.06032 smiles=C[SiH](Br)Br charge=0 homo_lumo_gap_ev=10.220 e_above_lowest_ev=0.608 lumo_ev=0.53
C 0.018 -0.363 -0.432 2.8 4.0 1.9
Si 1.508 0.371 1.173 -2.6 -1.3 -3.7
Br 3.065 1.320 -0.071 0.1 0.2 0.2
Br 2.323 -1.495 1.963 0.1 0.0 0.5
H -0.988 0.012 -0.426 -0.1 0.7 -0.2
H 0.643 -0.265 -1.303 -0.2 0.8 -0.6
H -0.013 -1.344 -0.314 -0.3 -4.6 1.1
H 0.832 1.347 1.988 0.1 0.2 0.8

No. 3
44
Properties=species:S:1:pos:R:3:forces:R:3 method="wB97M-V/def2-TZVPD" total_energy_ha=-24854.86152 charge=0 homo_lumo_gap_ev=9.155 e_above_lowest_ev=1.257 lumo_ev=-0.68
O 0.522 1.221 2.550 3.3 3.0 -0.7
C 1.400 2.096 2.269 -4.2 -3.0 0.5
O 2.623 2.091 2.806 -0.8 -1.2 0.4
C 3.371 3.160 2.320 1.0 1.6 -0.7
C 2.624 3.587 1.080 1.6 2.4 -1.6
C 1.211 3.273 1.298 -0.2 -1.1 0.6
H 4.397 2.935 2.031 -0.1 -0.8 0.3
H 3.458 3.923 3.093 -0.3 0.1 0.1
H 3.071 3.175 0.176 -0.2 -0.8 0.1
H 2.696 4.648 0.840 0.4 0.3 0.4
H 0.696 3.053 0.363 -0.2 -0.4 0.5
H 0.713 4.110 1.789 -0.2 -0.2 0.2
O -4.085 -4.113 -5.093 -0.7 0.8 1.4
C -4.046 -3.313 -4.179 0.1 -1.3 -1.5
O -5.047 -3.101 -3.279 -0.1 -0.4 0.0
C -4.680 -2.085 -2.338 1.6 0.7 -0.3
C -3.143 -1.928 -2.527 0.3 1.1 0.2
C -2.888 -2.399 -3.933 -0.2 -0.6 0.1
H -4.954 -2.278 -1.301 -0.2 -0.6 -0.3
H -5.134 -1.135 -2.621 -0.3 -0.1 -0.1
H -2.499 -2.466 -1.832 -0.5 -0.2 0.1
H -2.850 -0.884 -2.419 -0.1 0.1 0.2
H -1.969 -2.976 -4.035 -0.1 0.2 -0.2
H -2.966 -1.672 -4.741 0.3 0.4 0.2
C -0.701 -1.329 1.459 -0.4 -1.2 0.0
Cl -2.354 -1.558 0.747 0.6 0.3 0.4
Cl 0.134 -2.933 1.518 -0.3 0.8 -0.3
H -0.149 -0.647 0.811 -0.1 -0.2 0.4
H -0.822 -1.019 2.497 0.1 0.2 -0.4
C 1.431 -1.146 5.006 0.8 -0.7 0.3
Br 0.339 -2.790 5.107 0.4 1.0 0.2
Br 2.764 -1.387 3.584 -0.8 0.4 0.8
Br 2.387 -0.798 6.715 -0.6 -0.2 -0.8
H 0.797 -0.278 4.823 0.2 -0.3 -0.2
C 4.023 -1.165 -0.317 -0.9 0.1 2.3
Br 3.731 -2.911 0.693 0.4 1.1 -1.7
Br 4.821 -0.022 1.130 0.0 -0.3 -1.3
Br 2.302 -0.353 -0.796 0.6 -0.4 -0.1
H 4.648 -1.181 -1.210 0.0 -0.4 0.4
C -1.343 2.098 -2.797 0.7 0.2 -1.4
Br -0.868 3.961 -3.079 0.0 -0.1 0.4
Br -1.101 1.471 -1.033 -0.4 0.1 0.4
Br -0.197 1.013 -3.984 -0.5 0.2 0.2
H -2.359 2.050 -3.190 0.2 -0.4 0.5